The following is a quantum chemistry calculation of a gas-phase ion, CH8NOSi (charge +1), from the Open Molecules 2025 dataset.

Structure (XYZ):
```
12
Properties=species:S:1:pos:R:3:lowdin_charge:R:1
C 0.70 0.11 0.13 -0.1841
N 0.96 -1.36 0.64 0.2172
O -0.65 -0.08 -0.10 -0.3712
Si -1.60 1.18 -0.70 0.6616
H 1.31 0.15 -0.70 0.1093
H 0.92 0.96 0.72 0.1309
H 1.95 -1.66 0.85 0.1991
H 0.39 -2.06 0.22 0.1509
H 0.54 -1.53 1.56 0.1691
H -1.47 2.62 0.01 -0.0164
H -0.94 1.23 -2.04 -0.0425
H -3.01 0.52 -0.76 -0.0239
```

- relative energy (zero: lowest compared OMol25 entry of this formula, charge and spin) (eV) = 0.217
- electronic energy (hartree) = -462.0936
- net charge = +1
- maximum force (Eh/bohr) = 0.0838
- orbital gap (eV) = 11.160
- SMILES = [NH3+]CO[SiH3]

The following is a quantum chemistry calculation of a single N2O3S molecule, from the Open Molecules 2025 dataset.

Structure (XYZ):
```
6
Properties=species:S:1:pos:R:3:lowdin_charge:R:1
N -2.11 0.27 -0.75 0.1979
N -1.31 0.21 0.00 0.0171
O 0.90 -0.51 1.60 -0.2792
O 1.24 1.19 -0.11 -0.2560
O 0.50 -1.02 -0.90 -0.2608
S 0.79 -0.14 0.16 0.5809
```

- relative energy (zero: lowest compared OMol25 entry of this formula, charge and spin) (eV) = 0.659
- electronic energy (hartree) = -733.3937
- net charge = 0
- maximum force (Eh/bohr) = 0.1066
- orbital gap (eV) = 11.092

The following is a quantum chemistry calculation of a single C3H4N2O3 molecule, from the Open Molecules 2025 dataset.

Structure (XYZ):
```
12
Properties=species:S:1:pos:R:3:lowdin_charge:R:1
C -0.07 0.95 -0.35 -0.1561
C 1.03 -0.24 -0.33 -0.2453
C -1.30 0.18 -0.14 -0.3684
H 1.40 1.92 0.46 0.1832
H 0.00 1.40 -1.35 0.1593
H 0.80 -2.04 0.90 0.2012
H -1.44 -2.08 0.68 0.2717
N 0.38 -1.47 0.06 0.0214
N -0.88 -1.06 0.36 -0.0122
O 0.30 2.08 0.61 -0.0707
O 2.32 -0.04 -0.43 -0.0022
O -2.53 0.40 -0.46 0.0182
```

- relative energy (zero: lowest compared OMol25 entry of this formula, charge and spin) (eV) = 4.400
- electronic energy (hartree) = -451.8180
- net charge = 0
- maximum force (Eh/bohr) = 0.1335
- orbital gap (eV) = 8.961
- SMILES = O=C1NNC(=O)C1O

The following is a quantum chemistry calculation of 9 unconnected molecules or ions with the total composition C32H78BN16O10PSi, from the Open Molecules 2025 dataset.

Structure (XYZ):
```
139
Properties=species:S:1:pos:R:3:lowdin_charge:R:1
C 0.19 -1.86 0.57 -0.0398
B -0.03 -0.87 1.82 -0.5243
O 0.46 -1.16 3.12 0.0152
P -1.04 0.78 1.45 0.9979
C -0.27 1.38 -0.15 -0.3602
C 1.26 1.46 0.08 -0.2570
C 1.95 2.58 -0.75 -0.1970
C 1.55 2.64 -2.24 -0.1802
C 2.33 1.71 -3.22 -0.1751
C 3.29 0.66 -2.59 -0.1887
C 2.57 -0.70 -2.27 -0.2387
C 3.02 -1.86 -3.22 -0.2457
Si 1.59 -2.69 -4.15 0.5902
C 2.26 -4.08 -5.29 -0.1793
C 0.39 -3.57 -2.96 -0.1628
C 0.70 -1.48 -5.32 -0.2527
C 1.43 -0.51 -6.03 -0.1031
C 0.75 0.37 -6.89 -0.0879
C -0.64 0.27 -7.05 -0.0994
C -1.36 -0.71 -6.35 -0.1042
C -0.70 -1.60 -5.49 -0.0968
O -2.60 0.20 1.20 -0.4396
C -3.48 1.18 0.61 -0.2203
C -3.54 0.94 -0.95 -0.3310
C -4.69 -0.05 -1.32 -0.0502
C -3.70 2.32 -1.62 -0.1555
C -3.36 2.37 -3.14 -0.3784
C -2.97 3.84 -3.52 -0.0819
C -2.17 1.46 -3.55 -0.0732
H -0.57 -1.68 -0.21 0.0572
H 1.20 -1.71 0.14 0.0567
H 0.08 -2.90 0.92 0.0563
H 1.29 -0.68 3.25 0.1012
H -0.44 0.60 -0.91 0.0652
H -0.73 2.34 -0.39 0.0856
H 1.39 1.77 1.15 0.0932
H 1.76 0.48 0.00 0.0777
H 3.04 2.58 -0.59 0.1009
H 1.61 3.53 -0.29 0.1118
H 1.74 3.68 -2.57 0.1070
H 0.47 2.49 -2.41 0.0769
H 1.59 1.13 -3.80 0.0853
H 2.91 2.26 -3.99 0.1055
H 3.89 1.03 -1.74 0.0756
H 4.03 0.40 -3.37 0.0979
H 2.85 -1.02 -1.25 0.0854
H 1.47 -0.60 -2.31 0.0867
H 3.74 -1.55 -3.99 0.0671
H 3.51 -2.69 -2.66 0.0795
H 3.19 -3.74 -5.78 0.0274
H 2.36 -5.04 -4.77 0.0242
H 1.49 -4.20 -6.08 0.0298
H -0.49 -3.91 -3.53 0.0251
H 0.12 -2.87 -2.15 0.0079
H 0.91 -4.46 -2.58 0.0381
H 2.52 -0.41 -5.94 0.1061
H 1.26 1.14 -7.47 0.1039
H -1.20 0.92 -7.73 0.1033
H -2.45 -0.83 -6.43 0.1052
H -1.23 -2.39 -4.94 0.0889
H -4.52 1.03 0.96 0.1200
H -3.15 2.21 0.80 0.0997
H -2.60 0.42 -1.20 0.0948
H -4.24 -1.05 -1.48 0.0819
H -5.41 -0.18 -0.50 0.0784
H -5.18 0.21 -2.28 0.0616
H -4.77 2.59 -1.52 0.1326
H -3.14 3.12 -1.10 0.0978
H -4.22 2.10 -3.78 0.1269
H -2.44 4.34 -2.68 0.0700
H -2.33 3.87 -4.41 0.0653
H -3.89 4.41 -3.77 0.0752
H -2.47 0.41 -3.77 0.0745
H -1.44 1.41 -2.73 0.0444
H -1.70 1.83 -4.48 0.0687
C -7.39 -2.01 -3.13 -0.6818
O -7.35 -0.90 -2.64 0.0245
N -7.32 -3.14 -2.37 0.1508
N -7.49 -2.22 -4.47 0.1454
H -7.34 -4.07 -2.75 0.0892
H -7.24 -3.03 -1.37 0.1052
H -7.54 -1.41 -5.06 0.1008
H -7.52 -3.13 -4.89 0.0884
C 0.24 1.66 6.52 -0.6677
O 0.27 2.79 6.99 0.0133
N 0.27 0.55 7.31 0.1531
N 0.17 1.41 5.19 0.1671
H 0.24 -0.39 6.96 0.0925
H 0.32 0.69 8.31 0.1051
H 0.14 2.21 4.57 0.0961
H 0.14 0.49 4.79 0.0570
C -4.96 -1.10 3.67 -0.6828
O -5.76 -0.85 2.78 0.0220
N -3.62 -1.16 3.46 0.1714
N -5.36 -1.34 4.96 0.1357
H -2.96 -1.37 4.18 0.0956
H -3.30 -0.99 2.52 0.0692
H -6.35 -1.30 5.15 0.1055
H -4.73 -1.55 5.71 0.1040
C 6.58 1.23 -0.36 -0.6880
O 6.24 0.30 -1.09 0.0096
N 6.02 1.44 0.86 0.1466
N 7.55 2.12 -0.71 0.1582
H 6.28 2.19 1.47 0.0918
H 5.30 0.81 1.15 0.0937
H 7.99 1.99 -1.60 0.1038
H 7.85 2.88 -0.13 0.0594
C -7.07 -4.44 5.85 -0.6887
O -6.90 -3.73 6.83 0.0100
N -7.68 -5.66 5.93 0.1429
N -6.67 -4.08 4.60 0.1602
H -7.82 -6.27 5.15 0.0891
H -7.98 -5.96 6.84 0.1002
H -6.21 -3.18 4.52 0.0525
H -6.79 -4.65 3.79 0.0972
C 10.82 3.65 0.32 -0.6710
O 9.69 3.90 -0.08 0.0090
N 11.37 2.41 0.22 0.1576
N 11.60 4.59 0.91 0.1539
H 12.29 2.19 0.54 0.0957
H 10.82 1.69 -0.21 0.1034
H 11.22 5.52 1.00 0.1064
H 12.53 4.41 1.25 0.0955
C 2.21 6.42 7.78 -0.6941
O 2.41 7.13 8.75 0.0107
N 1.59 5.21 7.86 0.1535
N 2.60 6.78 6.51 0.1368
H 1.42 4.61 7.08 0.0554
H 1.29 4.91 8.77 0.1023
H 3.06 7.66 6.41 0.0961
H 2.45 6.21 5.70 0.0862
C 0.44 -5.58 2.49 -0.6890
O -0.69 -5.33 2.10 0.0249
N 0.97 -6.84 2.41 0.1464
N 1.25 -4.64 3.04 0.1564
H 1.89 -7.07 2.73 0.0903
H 0.40 -7.56 2.01 0.1025
H 0.89 -3.70 3.10 0.0757
H 2.18 -4.83 3.37 0.0929
```

- electronic energy (hartree) = -3550.6546
- net charge = 0
- maximum force (Eh/bohr) = 0.0413
- orbital gap (eV) = 7.668
- SMILES = CB(O)P(CCCCCCCC[Si](C)(C)c1ccccc1)OC[C@@H](C)CC(C)C.NC(N)=O.NC(N)=O.NC(N)=O.NC(N)=O.NC(N)=O.NC(N)=O.NC(N)=O.NC(N)=O

The following is a quantum chemistry calculation of a single C2H6N6 molecule, from the Open Molecules 2025 dataset.

Structure (XYZ):
```
14
Properties=species:S:1:pos:R:3:lowdin_charge:R:1
C 0.75 0.54 -0.38 -0.3870
N -1.89 0.21 -0.67 -0.0197
N -1.35 -0.01 0.67 0.0733
C 0.01 -0.10 0.82 -0.4205
N 2.15 0.23 -0.41 0.0378
N -1.11 0.06 -1.72 -0.0521
N 0.11 0.20 -1.64 0.0303
N 0.65 -0.63 1.77 0.1278
H -2.83 -0.15 -0.80 0.1296
H -1.97 -0.40 1.38 0.1433
H 0.62 1.63 -0.26 0.1451
H 2.44 0.08 -1.38 0.0786
H 2.36 -0.61 0.15 0.0656
H 0.06 -1.06 2.48 0.0477
```

- relative energy (zero: lowest compared OMol25 entry of this formula, charge and spin) (eV) = 1.461
- electronic energy (hartree) = -408.2422
- net charge = 0
- maximum force (Eh/bohr) = 0.0444
- orbital gap (eV) = 9.485
- SMILES = [H]/N=C1\NNN=N[C@@H]1N